No. 1
Entry from OMol25: C45H56BrI2N4O2SSbTi as an isolated structure at a distorted geometry (ωB97M-V/def2-TZVPD).

```
113
Properties=species:S:1:pos:R:3
Ti -0.8529 -0.3064 -0.1864
C -1.5538 -4.0651 1.2489
C -1.7289 -4.2506 -0.2316
C -1.6274 -5.5165 -0.8068
C -1.8869 -5.7132 -2.1568
C -2.2848 -4.6379 -2.9384
C -2.3967 -3.3613 -2.3927
C -2.9422 -2.2183 -3.2092
C -2.0634 -3.1672 -1.0513
N -2.1471 -1.8439 -0.4972
C -3.3863 -1.5614 -0.0108
O -4.4012 -2.2192 -0.1644
C -3.4305 -0.3485 0.8922
C -4.6385 0.1834 1.2657
C -4.6405 1.2118 2.1834
C -3.4518 1.5549 2.7904
C -2.2651 0.9325 2.4254
N -2.2448 0.0517 1.3971
C -1.0756 1.1814 3.3802
O -1.3209 1.9650 4.3365
N -0.0213 0.4528 3.1458
C 1.0571 0.5102 4.0349
C 1.8178 1.6790 4.2611
C 1.4423 2.9711 3.5909
C 2.9218 1.6250 5.1098
C 3.3004 0.4462 5.7411
C 2.5440 -0.6996 5.5251
C 1.4303 -0.6812 4.6882
C 0.5973 -1.9238 4.4907
H -1.2175 -4.9939 1.7158
H -2.5068 -3.7777 1.7014
H -0.8411 -3.2761 1.4803
H -1.3484 -6.3583 -0.1782
H -1.7982 -6.7049 -2.5926
H -2.5261 -4.7843 -3.9891
H -3.0456 -2.5006 -4.2615
H -2.3167 -1.3310 -3.1496
H -3.9238 -1.9250 -2.8298
H -5.5295 -0.1975 0.7903
H -5.5633 1.7165 2.4485
H -3.3834 2.2761 3.5906
H 0.4828 3.3291 3.9737
H 1.3168 2.8247 2.5143
H 2.2092 3.7349 3.7630
H 3.4912 2.5368 5.2858
H 4.1724 0.4192 6.3853
H 2.8037 -1.6249 6.0344
H 0.8666 -2.6896 5.2256
H 0.7395 -2.3302 3.4852
H -0.4665 -1.6950 4.5854
C 0.0878 0.7610 -3.5691
C 0.3345 -0.6617 -3.1870
C 0.5319 -1.6075 -4.2329
C 0.8954 -2.8767 -3.9515
C 1.1734 -3.2305 -2.6167
C 1.7109 -4.4902 -2.2647
C 2.0261 -4.7436 -0.9646
C 1.8066 -3.7609 0.0258
C 1.2532 -2.5364 -0.2745
S 0.9819 -1.3284 0.9586
C 0.9207 -2.2526 -1.6337
N 0.4150 -0.9998 -1.9247
H 0.8214 1.0382 -4.3360
H 0.1862 1.4238 -2.7152
H -0.9064 0.8892 -4.0065
H 0.3745 -1.2805 -5.2543
H 1.0209 -3.6149 -4.7399
H 1.8778 -5.2279 -3.0446
H 2.4417 -5.7076 -0.6841
H 2.0656 -3.9603 1.0603
I -2.7416 1.2457 -1.8223
I -3.9669 1.4340 -4.7878
Br 0.1740 1.9834 -0.0460
C 4.0334 0.6434 1.7614
C 4.8288 0.2604 0.5104
C 6.1980 0.9416 0.5486
C 5.0024 -1.2595 0.4733
Sb 3.5468 0.7913 -1.2099
C 3.9731 2.9532 -1.4493
C 2.9227 3.4569 -2.4458
C 5.3721 3.2903 -1.9682
C 3.7383 3.6399 -0.1028
C 4.7131 -0.0616 -2.9060
C 4.2545 -1.5221 -2.9702
C 6.2394 -0.0074 -2.8320
C 4.2356 0.6434 -4.1786
H 4.5907 0.3450 2.6644
H 3.0625 0.1433 1.7964
H 3.8492 1.7193 1.8288
H 6.7530 0.5850 1.4335
H 6.1086 2.0271 0.6380
H 6.8022 0.7194 -0.3351
H 5.4840 -1.5923 1.4076
H 5.6350 -1.5851 -0.3607
H 4.0352 -1.7743 0.3968
H 3.0475 3.0096 -3.4394
H 3.0152 4.5513 -2.5554
H 1.9069 3.2405 -2.0967
H 5.5255 2.9265 -2.9874
H 6.1657 2.8775 -1.3408
H 5.4986 4.3875 -1.9906
H 2.7384 3.4224 0.2908
H 3.8144 4.7326 -0.2378
H 4.4728 3.3488 0.6522
H 4.6993 -2.0168 -3.8510
H 3.1654 -1.5984 -3.0606
H 4.5486 -2.0895 -2.0820
H 6.6259 -0.6123 -2.0057
H 6.6175 1.0132 -2.7134
H 6.6700 -0.4164 -3.7656
H 3.1391 0.6860 -4.2295
H 4.5901 0.0926 -5.0678
H 4.6128 1.6681 -4.2526
```

HOMO-LUMO gap (spin up / spin down): 6.565 / 5.400 eV
total charge: -2
HOMO level (spin up / spin down): -2.62 / -2.62 eV
2S+1: 3

Atom charges from the Löwdin analysis, given in e for atoms 1 to 2: 0.260 -0.029

No. 2
Entry from OMol25: a 19-piece molecular cluster, C23H29Cl54O2 overall (ωB97M-V/def2-TZVPD).

```
108
Properties=species:S:1:pos:R:3
C 4.1172 -4.1690 -1.8250
O 4.7302 -3.0009 -2.4830
C 4.5304 -1.8053 -1.8008
C 3.0677 -1.3492 -1.5943
O 2.2069 -1.7105 -2.6699
C 0.8308 -1.6160 -2.3113
C 0.1402 -2.9842 -2.3281
H 3.3421 -4.5083 -2.5256
H 3.5958 -3.8101 -0.9128
H 5.0619 -1.0159 -2.3680
H 4.9853 -1.8342 -0.7861
H 2.6793 -1.7665 -0.6457
H 3.0829 -0.2426 -1.5052
H 0.3437 -0.9424 -3.0398
H 0.7388 -1.1663 -1.3058
H 0.6749 -3.7111 -1.7018
H -0.9068 -2.8647 -2.0057
H 0.1519 -3.4047 -3.3480
C 2.1827 -6.5112 -0.5421
Cl 1.3887 -6.2369 -2.0757
Cl 1.3195 -5.6621 0.7529
Cl 2.3119 -8.2387 -0.1657
H 3.1870 -6.1013 -0.6166
C -0.8607 2.0448 -3.6712
Cl 0.5660 1.3199 -4.3932
Cl -2.3216 1.4304 -4.4529
Cl -0.9279 1.7532 -1.9261
H -0.8193 3.1148 -3.8229
C -0.4388 -4.8245 4.8930
Cl -0.0592 -4.1292 3.3225
Cl -1.6652 -6.0815 4.7596
Cl 1.0190 -5.4540 5.6720
H -0.8287 -4.0333 5.5216
C 7.9137 0.2024 -0.7117
Cl 7.9858 0.8704 -2.3490
Cl 6.4910 0.8153 0.1431
Cl 7.9393 -1.5493 -0.7357
H 8.7890 0.5510 -0.1789
C 0.8517 6.0337 -4.9910
Cl 1.7834 4.6065 -5.4293
Cl 0.6922 7.1728 -6.3267
Cl -0.7394 5.5363 -4.4101
H 1.3610 6.5312 -4.1750
C 0.6004 11.3158 -5.7343
Cl 1.9422 10.6606 -4.7950
Cl 0.7346 10.8532 -7.4306
Cl -0.9477 10.7971 -5.0688
H 0.6483 12.3956 -5.6767
C -1.0084 -1.2535 -6.9985
Cl 0.3061 -1.8485 -5.9988
Cl -0.8496 -1.8240 -8.6650
Cl -2.5809 -1.7121 -6.3336
H -0.9625 -0.1709 -7.0124
C 7.7360 -5.8052 0.1581
Cl 7.5635 -6.0847 1.9136
Cl 6.2465 -5.1223 -0.5891
Cl 9.1724 -4.7744 -0.1331
H 7.9503 -6.7641 -0.2979
C 1.8310 -2.7696 7.9375
Cl 0.1130 -2.4448 7.6882
Cl 2.7750 -1.2903 7.7785
Cl 2.1044 -3.5310 9.5054
H 2.1507 -3.4605 7.1680
C -3.9134 3.3542 -1.8837
Cl -3.2552 4.6943 -2.8231
Cl -3.9635 3.7396 -0.1654
Cl -5.5066 2.8673 -2.4596
H -3.2455 2.5117 -2.0218
C -6.6787 7.5652 -3.8304
Cl -8.3212 8.1950 -3.6647
Cl -5.5570 8.4527 -2.7955
Cl -6.6157 5.8401 -3.4847
H -6.3683 7.7164 -4.8553
C -4.0290 -1.1911 6.1893
Cl -2.9419 -2.4379 6.8083
Cl -4.3058 0.0517 7.4090
Cl -3.3948 -0.4911 4.7031
H -4.9777 -1.6606 5.9617
C -5.0966 -0.9706 -0.5598
Cl -3.6327 -0.3134 -1.2984
Cl -4.8511 -1.2720 1.1610
Cl -6.4712 0.0994 -0.8286
H -5.3084 -1.9183 -1.0383
C -0.4825 -9.4477 2.6514
Cl -1.1708 -7.9992 1.9370
Cl 1.0532 -9.0922 3.4393
Cl -1.6142 -10.1876 3.7971
H -0.2993 -10.1626 1.8593
C -5.0312 3.4741 9.8882
Cl -3.5738 2.5269 9.6177
Cl -6.4523 2.4226 9.9388
Cl -4.9069 4.4287 11.3647
H -5.1526 4.1555 9.0556
C -3.6290 7.9548 -8.5725
Cl -4.3160 9.5570 -8.2973
Cl -2.3094 7.6291 -7.4569
Cl -4.8781 6.7073 -8.4657
H -3.2324 7.9285 -9.5795
C -10.1388 3.6534 9.8287
Cl -11.5015 2.6895 10.3993
Cl -10.1564 3.7897 8.0711
Cl -10.1342 5.2473 10.5836
H -9.2268 3.1481 10.1169
C 11.8266 -4.3485 2.5204
Cl 12.6451 -5.9057 2.6589
Cl 11.1823 -3.8364 4.0795
Cl 12.9158 -3.1256 1.8584
H 10.9982 -4.4647 1.8334
```

HOMO-LUMO gap: 3.572 eV
total charge: -1
HOMO level: -2.36 eV
2S+1: 1

Atom charges from the Löwdin analysis, given in e for atoms 1 to 2: -0.315 -0.278

No. 3
Entry from OMol25: one molecule with the formula C5H10N2S at a distorted geometry (ωB97M-V/def2-TZVPD).

```
18
Properties=species:S:1:pos:R:3
C -0.7528 0.3208 -1.6000
C -0.5094 0.5330 -0.1101
C -1.8019 0.0030 0.6141
C 0.7616 -0.1591 0.3518
N 0.7778 -0.3941 1.6626
S 2.2709 1.3991 -0.1369
C 1.3363 -1.1453 -0.5871
N 1.7128 -2.0957 -1.1324
H -1.6087 1.0772 -1.9620
H 0.1002 0.2746 -2.1240
H -1.0897 -0.6813 -1.7730
H -0.3232 1.5672 0.2102
H -1.9688 -0.9636 0.1738
H -1.5733 -0.1361 1.6076
H -2.6507 0.6173 0.4225
H 1.6298 -0.9592 1.9690
H 0.6568 0.4373 2.2519
H 3.0324 0.3049 0.1620
```

HOMO-LUMO gap: 9.074 eV
total charge: 0
HOMO level: -9.11 eV
SMILES string: CC(C)[C@](N)(S)C#N
2S+1: 1

Atom charges from the natural (NBO) analysis, given in e for atoms 1 to 2: -0.600 -0.254

No. 4
Entry from OMol25: one molecule with the formula C4H7NO (ωB97M-V/def2-TZVPD).

```
13
Properties=species:S:1:pos:R:3
C -1.1355 1.0196 -1.4831
C -0.4142 0.1505 -0.5131
N 0.5476 -0.6260 -0.8104
C 1.2455 -0.8757 0.4481
C 0.2371 -0.4724 1.5290
O -0.6913 0.3561 0.8047
H -2.2067 0.8202 -1.5539
H -0.6578 0.8906 -2.4543
H -1.0049 2.0589 -1.1618
H 1.6236 -1.8959 0.5459
H 2.1087 -0.2005 0.3650
H 0.6347 0.1229 2.3531
H -0.2869 -1.3481 1.9309
```

HOMO-LUMO gap: 10.359 eV
total charge: 0
HOMO level: -9.31 eV
SMILES string: CC1=NCCO1
2S+1: 1

Atom charges from the natural (NBO) analysis, given in e for atoms 1 to 2: -0.670 0.546

No. 5
Entry from OMol25: a 5-piece molecular cluster, C29H66BNO14 overall (ωB97M-V/def2-TZVPD).

```
111
Properties=species:S:1:pos:R:3
C -5.6213 -2.6769 -4.4497
N -4.2060 -2.3588 -4.2698
C -3.9317 -0.9812 -4.6757
C -2.5485 -0.4772 -4.2046
B -1.5759 -1.6919 -3.8499
O -1.1649 -2.4460 -4.9137
O -1.1919 -1.9628 -2.5620
C 0.2090 -1.9648 -2.2760
O -1.9732 0.3150 -5.2778
C -2.4871 1.5635 -5.1812
O -2.4201 2.3843 -6.0282
O -3.0858 1.7394 -3.9786
C -2.7239 0.6101 -3.1467
O -1.5587 0.8902 -2.4739
C -1.7650 1.8329 -1.4150
C -0.4801 2.1091 -0.6107
C 0.7499 1.4275 -1.2237
C -0.7395 1.7550 0.8608
C 0.1802 2.3309 1.9420
C 1.6173 1.8080 1.9162
C -0.4211 2.0688 3.3356
H -5.7784 -3.7421 -4.2801
H -6.2164 -2.1269 -3.7176
H -5.9950 -2.4181 -5.4504
H -3.6806 -2.9636 -4.8950
H -4.7193 -0.3522 -4.2495
H -3.9749 -0.8496 -5.7667
H -0.6703 -3.2266 -4.6378
H 0.3244 -2.3164 -1.2528
H 0.7636 -2.6331 -2.9422
H 0.6122 -0.9541 -2.3625
H -3.5559 0.4291 -2.4615
H -2.1385 2.7623 -1.8534
H -2.5481 1.4288 -0.7610
H -0.3136 3.1908 -0.6588
H 0.6760 1.3874 -2.3098
H 0.8649 0.4077 -0.8455
H 1.6599 1.9729 -0.9820
H -0.7772 0.6597 0.9619
H -1.7476 2.1141 1.0994
H 0.2222 3.4177 1.7936
H 2.1996 2.2655 2.7210
H 2.1319 2.0155 0.9803
H 1.6279 0.7259 2.0828
H 0.1219 1.2667 3.8418
H -0.3677 2.9569 3.9668
H -1.4670 1.7585 3.2786
C 0.8098 0.5349 -10.0434
O 0.2492 1.7598 -9.6206
C 0.0385 1.8376 -8.2170
C 1.1389 2.5993 -7.5132
O 2.4037 1.9617 -7.6167
C 3.2322 2.5058 -8.6235
H 1.1151 0.6580 -11.0819
H 1.6815 0.2594 -9.4440
H 0.0735 -0.2753 -9.9873
H -0.0487 0.8326 -7.7894
H -0.9083 2.3508 -8.0442
H 0.8886 2.6659 -6.4508
H 1.1963 3.6185 -7.9112
H 3.6207 3.4869 -8.3263
H 2.7004 2.6098 -9.5724
H 4.0711 1.8239 -8.7570
C -5.4401 -6.8725 -2.0298
O -6.1690 -5.8186 -1.4311
C -5.9123 -5.6604 -0.0466
C -4.9161 -4.5550 0.2362
O -3.6326 -4.8330 -0.2893
C -3.3879 -4.2031 -1.5367
H -5.5533 -6.7717 -3.1083
H -4.3789 -6.8250 -1.7744
H -5.8367 -7.8471 -1.7245
H -5.5511 -6.6011 0.3838
H -6.8612 -5.4108 0.4372
H -4.8148 -4.4455 1.3203
H -5.2955 -3.6081 -0.1650
H -3.2004 -3.1342 -1.4125
H -4.2219 -4.3386 -2.2277
H -2.4955 -4.6634 -1.9602
C 5.0136 3.7306 7.8796
O 4.5154 4.8777 7.2146
C 4.8476 4.9151 5.8391
C 3.7419 4.3625 4.9596
O 3.5013 2.9859 5.1959
C 2.3806 2.7321 6.0271
H 4.4938 3.6547 8.8337
H 4.8250 2.8225 7.3054
H 6.0894 3.8187 8.0696
H 5.7723 4.3557 5.6554
H 5.0267 5.9599 5.5713
H 4.0386 4.4698 3.9117
H 2.8238 4.9409 5.1124
H 1.4501 2.8834 5.4704
H 2.3762 3.3731 6.9110
H 2.4424 1.6936 6.3485
C 4.7798 0.1901 9.4330
O 3.9916 0.2715 8.2607
C 4.3524 -0.6629 7.2581
C 3.4390 -1.8697 7.2423
O 3.5252 -2.6270 8.4351
C 2.4802 -2.3697 9.3535
H 4.2784 0.7755 10.2022
H 4.8853 -0.8411 9.7773
H 5.7755 0.6141 9.2602
H 5.3906 -0.9849 7.3933
H 4.2813 -0.1544 6.2910
H 3.7339 -2.5206 6.4140
H 2.4058 -1.5483 7.0676
H 1.5373 -2.8069 9.0073
H 2.3370 -1.2981 9.5125
H 2.7576 -2.8372 10.2967
```

HOMO-LUMO gap: 9.134 eV
total charge: 0
HOMO level: -8.81 eV
SMILES string: CNC[C@@]1(B(O)OC)OC(=O)O[C@@H]1OC[C@H](C)CC(C)C.COCCOC.COCCOC.COCCOC.COCCOC
2S+1: 1

Atom charges from the Löwdin analysis, given in e for atoms 1 to 2: -0.114 -0.098

No. 6
Entry from OMol25: C5H12N2O as an isolated structure at a distorted geometry (ωB97M-V/def2-TZVPD).

```
20
Properties=species:S:1:pos:R:3
C -2.3542 -2.1502 -0.6022
C -1.3143 -1.1612 -0.0991
N -0.4249 -0.6874 -0.9802
O -1.2039 -0.9587 1.1187
H 0.7057 -0.2523 -0.5447
H -0.6143 -0.8847 -1.9543
H -1.9262 -3.1532 -0.6033
H -2.7141 -1.9021 -1.6004
H -3.2101 -2.1562 0.0724
C 0.4101 1.5632 1.4825
C 2.1427 0.1648 -0.0446
C 1.0400 1.6270 0.1576
N 0.8780 2.2224 -0.8970
H 0.3458 3.0842 -0.9596
H -0.2210 2.4423 1.6293
H -0.2232 0.6532 1.5350
H 2.9349 0.6644 0.5168
H 2.0188 -0.7309 0.5661
H 2.5565 0.1024 -1.0499
H 1.1736 1.5129 2.2569
```

HOMO-LUMO gap: 10.206 eV
total charge: 0
HOMO level: -9.26 eV
2S+1: 1

Atom charges from the natural (NBO) analysis, given in e for atoms 1 to 2: -0.704 0.662

No. 7
Entry from OMol25: C11H16CoF6N3O13P2S3 as an isolated structure (ωB97M-V/def2-TZVPD).

```
55
Properties=species:S:1:pos:R:3
Co -0.2222 -0.1356 0.1751
O -0.5051 1.1686 2.0263
N 0.3618 1.2967 3.0325
C 1.6539 0.9865 2.8016
C 2.5998 1.0898 3.7836
C 2.1857 1.5189 5.0512
C 0.8685 1.8103 5.2723
C -0.1196 1.7066 4.2564
S -1.7573 2.0376 4.5093
H 1.8619 0.6479 1.7974
H 3.6244 0.8348 3.5572
H 2.9011 1.6125 5.8603
H 0.5148 2.1350 6.2403
C -3.0622 2.9795 0.6864
C -2.5297 2.6934 -0.7138
O -3.1328 3.5692 -1.6639
P -2.9221 0.9808 -1.1851
O -2.4685 0.7466 -2.6771
O -4.5215 0.9089 -1.3855
O -2.5077 -0.0339 -0.1734
P -0.6652 2.8705 -0.8633
O -0.1502 3.3092 0.5742
O -0.4809 3.9492 -1.8726
O -0.1774 1.4615 -1.1829
H -4.1537 2.9094 0.6885
H -2.7781 3.9932 0.9697
H -2.6499 2.3005 1.4346
H -2.3670 4.0030 -2.0925
H -1.4913 0.7923 -2.7499
H -4.8764 0.3846 -0.6598
H -0.2652 2.5386 1.2155
F 4.1353 -2.4556 0.2392
C 3.3818 -2.4472 -0.8673
F 4.0742 -3.0659 -1.8359
F 2.2819 -3.1520 -0.6290
S 3.0006 -0.7042 -1.3447
O 2.1980 -0.2231 -0.2559
O 4.2967 -0.1379 -1.5586
N 2.2568 -0.8377 -2.7224
S 0.7212 -1.0882 -2.9301
O 0.1346 -0.1460 -3.8336
O -0.0164 -1.4912 -1.7575
C 0.7853 -2.6326 -3.9376
F 1.3922 -3.6283 -3.2876
F -0.4608 -3.0278 -4.2256
F 1.4313 -2.4390 -5.0918
C -1.3911 -2.9856 0.4521
C -0.9002 -1.8871 1.3700
N -1.8219 -1.4414 2.3075
O 0.3225 -1.6285 1.4926
H -1.9663 -3.7156 1.0281
H -0.5348 -3.4674 -0.0127
H -2.0293 -2.5668 -0.3260
H -2.7477 -1.3753 1.9058
H -1.5529 -0.5300 2.6769
```

HOMO-LUMO gap (spin up / spin down): 6.965 / 5.964 eV
total charge: -2
HOMO level (spin up / spin down): -2.33 / -1.33 eV
2S+1: 3

Atom charges from the natural (NBO) analysis, given in e for atoms 1 to 2: 1.003 -0.700

No. 8
Entry from OMol25: one molecule with the formula C5H9FO at a distorted geometry (ωB97M-V/def2-TZVPD).

```
16
Properties=species:S:1:pos:R:3
C -0.6869 -1.8441 -0.2297
C -0.2110 -0.4865 0.1914
C -1.3930 0.5039 0.0450
O 0.5868 -0.4914 1.3467
C 1.1330 0.1308 -0.0164
C 1.3803 1.5670 0.0040
F 2.0806 -0.5994 -0.6463
H -1.4482 -1.7504 -0.9589
H -1.1070 -2.4265 0.5323
H 0.1589 -2.4997 -0.6125
H -1.5505 0.7522 -0.9927
H -1.1331 1.3949 0.6167
H -2.1569 -0.0550 0.6910
H 1.3449 1.9969 -0.9154
H 2.3767 1.7541 0.3335
H 0.6254 2.0532 0.6116
```

HOMO-LUMO gap: 10.782 eV
total charge: 0
HOMO level: -9.85 eV
SMILES string: CC1(C)O[C@@]1(C)F
2S+1: 1

Atom charges from the natural (NBO) analysis, given in e for atoms 1 to 2: -0.634 0.185

Question: What is the 2S+1 in the fourth record?
Answer: 1